[1]
The following is a DFT calculation (ωB97M-V/def2-TZVPD) of a molecular structure, C12H18N2O3S.

```
36
Properties=species:S:1:pos:R:3:mulliken_charge:R:1
C 4.624 1.383 -1.640 -1.20
H 4.375 0.532 -2.321 0.29
C 4.106 1.447 -0.364 -0.08
C 4.322 0.043 0.389 -1.10
H 3.891 -0.077 1.275 0.47
H 5.283 -0.205 0.488 0.61
S 3.451 -1.525 -0.209 -0.23
C 1.863 -1.247 0.041 0.32
N 1.477 -0.275 0.845 -0.36
C 0.269 -0.271 1.328 1.18
C -0.763 -0.945 0.964 -0.19
C -0.428 -2.150 -0.016 0.13
O -1.012 -3.324 -0.430 -0.71
N 1.055 -2.136 -0.233 -0.10
H 1.351 -2.987 -1.000 0.36
C -2.225 -1.107 1.466 -0.72
C -2.800 -0.225 0.489 0.68
O -2.890 1.073 0.712 -0.69
O -3.265 -0.551 -0.687 -0.28
C -4.035 0.215 -1.481 -0.23
C -5.491 0.472 -1.300 -1.19
H -6.039 1.145 -1.844 0.42
H -6.003 -0.333 -1.000 0.40
H -5.527 1.108 -0.117 0.19
H -3.964 -0.236 -2.768 0.21
H -3.351 1.119 -1.715 0.36
H -2.592 -2.240 1.173 0.31
H -2.225 -0.596 2.346 0.42
C -0.161 0.890 2.345 -1.86
H 0.831 1.519 2.399 0.33
H -0.900 1.615 1.783 0.27
H -0.398 0.540 3.095 0.79
H 4.355 2.234 0.275 0.46
H 2.841 1.334 -0.432 0.07
H 4.278 2.236 -2.237 0.36
H 5.699 1.526 -1.618 0.33
```

- HOMO-LUMO gap: 9.06 eV
- HOMO energy: -8.65 eV
- DFT total energy: -32684.211 eV
- Energy above the lowest of the compared OMol25 structures with the same formula, charge and spin: 266.23 kcal per mole

=====

[2]
The following is a DFT calculation (ωB97M-V/def2-TZVPD) of 2 unconnected molecules or ions with the total composition C6H11ClN3.

```
21
Properties=species:S:1:pos:R:3:mulliken_charge:R:1
C 1.188 1.905 1.541 -0.21
C 0.230 0.980 2.097 -0.70
C 1.703 2.122 0.296 -0.32
C -0.684 0.143 1.674 0.73
C 1.193 0.205 -1.172 0.58
C -2.827 -0.892 1.025 -0.71
N 1.614 1.425 -0.884 -0.16
N 1.121 -0.300 -2.402 -0.28
N -1.463 -0.734 1.371 -0.25
Cl 0.197 -3.221 -0.817 -0.25
H 1.574 2.723 2.119 0.32
H 0.218 0.956 3.282 0.23
H 2.226 3.088 0.154 0.27
H -2.901 -0.458 -0.002 0.28
H -3.183 -1.937 1.208 0.26
H -3.558 -0.439 1.729 0.33
H 2.024 1.952 -1.728 0.28
H 1.309 0.195 -3.315 0.26
H 0.871 -1.294 -2.501 0.16
H 0.836 -0.546 -0.419 -0.09
H 0.386 -3.977 -1.846 0.27
```

- Total charge: +1
- HOMO-LUMO gap (spin up / spin down): 7.61 / 7.61 eV
- HOMO energy (spin up / spin down): -11.32 / -11.32 eV
- DFT total energy: -23384.287 eV
- Energy above the lowest of the compared OMol25 structures with the same formula, charge and spin: 42.53 kcal per mole

=====

[3]
The following is a DFT calculation (ωB97M-V/def2-TZVPD) of a single C5H9NO2 molecule.

```
17
Properties=species:S:1:pos:R:3:mulliken_charge:R:1
C 2.074 -0.213 0.281 -1.25
C 0.745 0.021 -0.357 0.40
C 0.138 1.221 -0.642 -0.06
O 0.595 2.436 -0.211 -0.53
C -0.246 -1.118 -0.487 -0.50
C -1.223 -0.547 0.524 0.30
N -2.557 -0.488 0.200 -0.41
O -0.816 -0.428 1.714 -0.65
H 2.557 0.714 0.591 0.36
H 2.725 -0.720 -0.443 0.29
H 1.987 -0.848 1.166 0.32
H -0.593 1.345 -1.435 0.34
H 1.110 2.284 0.601 0.30
H 0.152 -2.077 -0.147 0.31
H -0.662 -1.180 -1.499 0.30
H -3.162 -0.086 0.904 0.26
H -2.823 -0.315 -0.760 0.24
```

- SMILES: C/C(=C\O)CC(N)=O
- HOMO-LUMO gap: 8.90 eV
- HOMO energy: -8.10 eV
- DFT total energy: -10914.933 eV
- Energy above the lowest of the compared OMol25 structures with the same formula, charge and spin: 37.88 kcal per mole

=====

[4]
The following is a DFT calculation (ωB97M-V/def2-TZVPD) of a molecular structure, C30H41AlBrN3O7.

```
83
Properties=species:S:1:pos:R:3:mulliken_charge:R:1
Al -0.952 1.659 0.469 -0.64
C -1.022 1.803 3.667 -1.03
O -1.490 2.266 2.403 0.14
C -2.816 2.763 2.524 -0.83
C -3.105 3.555 1.261 -0.64
O -2.460 2.845 0.214 0.12
C -2.987 3.022 -1.105 -0.46
C -3.183 1.618 -1.653 -0.73
O -2.114 0.865 -1.099 0.97
C -1.828 -0.301 -1.865 -1.16
H -0.982 2.636 4.374 0.31
H -0.024 1.401 3.540 0.37
H -1.677 1.021 4.061 0.36
H -2.896 3.406 3.407 0.56
H -3.519 1.927 2.632 0.34
H -2.694 4.567 1.334 0.35
H -4.183 3.617 1.093 0.61
H -2.249 3.546 -1.717 0.03
H -3.918 3.590 -1.083 0.75
H -3.122 1.629 -2.745 0.37
H -4.141 1.180 -1.345 0.34
H -1.507 -0.017 -2.870 0.47
H -2.708 -0.945 -1.923 0.41
H -1.022 -0.834 -1.370 0.12
C 1.813 2.723 2.141 -0.69
C 1.579 3.516 0.876 -0.50
O 0.170 3.589 0.590 -0.29
C -0.121 4.736 -0.229 -0.21
C 0.389 4.628 -1.661 -1.21
H 2.878 2.627 2.327 0.60
H 1.385 1.731 2.018 -0.32
H 1.358 3.225 2.989 0.28
H 2.102 3.055 0.034 0.11
H 1.962 4.532 1.007 0.81
H 0.319 5.617 0.254 0.60
H -1.203 4.861 -0.218 0.14
H 1.474 4.679 -1.701 0.38
H -0.004 5.457 -2.243 0.46
H 0.083 3.694 -2.132 0.15
Br 2.611 1.926 -4.121 -0.12
C 3.175 0.817 -2.695 -0.09
C 4.458 0.286 -2.744 -0.52
C 4.924 -0.507 -1.711 -0.70
C 4.118 -0.771 -0.612 -0.92
C 2.849 -0.237 -0.558 -0.01
C 2.348 0.557 -1.595 -0.28
C 0.984 1.105 -1.492 0.62
O 0.328 1.558 -2.401 -0.61
O 0.464 1.067 -0.265 0.20
H 5.093 0.504 -3.587 0.48
H 5.918 -0.919 -1.761 0.45
H 4.492 -1.382 0.196 0.46
H 2.208 -0.440 0.285 0.61
C -0.053 -4.859 -3.771 -1.61
C 0.204 -4.846 -2.298 0.51
C 0.885 -3.806 -1.681 -0.55
C 1.164 -3.826 -0.324 -0.08
C 0.738 -4.894 0.457 0.08
N 1.030 -5.014 1.831 -0.01
C 1.406 -4.096 2.745 0.20
O 1.946 -4.349 3.787 -0.60
N 1.135 -2.724 2.419 -0.03
C -0.053 -2.180 2.049 -0.33
C -1.250 -2.911 1.938 -0.23
C -2.401 -2.245 1.574 -1.49
C -2.361 -0.890 1.280 -0.52
N -1.227 -0.187 1.349 1.37
C -0.124 -0.812 1.757 -0.08
C 0.051 -5.942 -0.152 -0.68
C -0.208 -5.917 -1.507 -0.72
H 0.377 -3.990 -4.260 0.35
H -1.122 -4.886 -3.977 0.36
H 0.384 -5.753 -4.213 0.40
H 1.245 -2.976 -2.275 0.51
H 1.759 -3.035 0.102 0.58
H 1.156 -5.966 2.156 0.27
H 1.822 -2.104 2.832 0.30
H -1.268 -3.959 2.183 0.66
H -3.336 -2.776 1.512 0.50
H -3.256 -0.356 0.995 0.66
H 0.768 -0.207 1.824 0.27
H -0.254 -6.793 0.438 0.46
H -0.715 -6.752 -1.967 0.45
```

- Total charge: +2
- HOMO-LUMO gap: 7.46 eV
- HOMO energy: -12.81 eV
- DFT total energy: -127207.783 eV

=====

[5]
The following is a DFT calculation (ωB97M-V/def2-TZVPD) of 10 unconnected molecules or ions with the total composition C22H64O10.

```
96
Properties=species:S:1:pos:R:3:lowdin_spin:R:1
C 1.897 -0.389 -4.365 0.15
O 3.187 0.160 -4.317 0.16
H 1.599 -0.827 -5.318 0.04
H 1.716 -1.147 -3.603 0.02
H 1.211 0.431 -4.149 0.01
H 3.760 -0.508 -4.699 0.09
C -0.242 -3.793 2.060 0.01
O -0.096 -2.355 1.679 0.00
H -1.102 -4.100 1.465 0.00
H 0.676 -4.370 1.942 0.00
H -0.613 -3.800 3.085 0.00
H 0.302 -2.361 0.805 0.00
C -2.425 0.715 -2.891 0.03
O -2.776 -0.599 -3.545 0.04
H -1.583 1.047 -3.498 0.01
H -3.186 1.474 -2.708 0.01
H -2.008 0.482 -1.912 0.00
H -3.090 -0.395 -4.429 0.01
C 0.282 0.106 0.047 0.01
O 1.089 -0.980 -0.400 0.01
H -0.721 -0.302 0.175 0.00
H 0.610 0.717 0.887 0.00
H 0.249 0.814 -0.781 0.00
H 1.964 -0.717 -0.694 0.00
C 3.898 -3.870 -0.515 0.02
C 3.133 -5.232 -0.661 0.01
C 2.894 -5.593 -2.116 0.05
O 3.939 -6.257 -0.128 0.01
H 4.860 -4.026 -1.003 0.01
H 4.160 -3.665 0.524 0.00
H 3.400 -2.993 -0.927 0.00
H 2.200 -5.220 -0.097 0.00
H 3.723 -5.181 -2.692 0.02
H 2.056 -4.984 -2.456 0.02
H 2.695 -6.632 -2.379 0.01
H 3.469 -7.093 -0.181 0.00
C 0.280 3.921 2.471 0.00
C -1.260 4.173 2.318 0.00
C -1.421 5.637 1.982 0.00
O -1.743 3.262 1.391 0.00
H 0.296 3.037 3.108 0.00
H 0.697 4.758 3.032 0.00
H 0.869 3.722 1.576 0.00
H -1.712 4.001 3.295 0.00
H -1.451 6.277 2.864 0.00
H -2.431 5.776 1.596 0.00
H -0.682 5.921 1.233 0.00
H -1.612 2.385 1.758 0.00
C -1.842 5.272 -1.953 0.01
C -1.105 3.940 -1.994 0.00
C -0.191 3.712 -3.261 0.02
O -0.393 3.719 -0.806 0.00
H -2.141 5.541 -2.967 0.00
H -1.233 6.131 -1.671 0.00
H -2.669 5.216 -1.245 0.00
H -1.835 3.132 -2.032 0.00
H -0.759 3.758 -4.190 0.01
H 0.162 2.684 -3.178 0.00
H 0.682 4.360 -3.338 0.00
H -0.941 3.646 -0.021 0.00
C 5.104 1.407 -1.683 0.03
C 4.824 -0.078 -1.325 0.03
C 5.384 -0.335 0.077 0.01
O 3.527 -0.442 -1.546 0.02
H 4.805 2.205 -1.004 0.00
H 4.634 1.602 -2.647 0.01
H 6.160 1.622 -1.848 0.01
H 5.381 -0.744 -1.985 0.02
H 6.404 0.047 0.113 0.00
H 5.339 -1.393 0.333 0.00
H 4.813 0.275 0.777 0.00
H 3.376 -0.270 -2.479 0.01
C -1.865 1.191 5.359 0.00
C -1.402 0.065 4.405 0.00
C -2.633 -0.791 3.882 0.00
O -0.937 0.830 3.294 0.00
H -1.952 0.778 6.364 0.00
H -2.818 1.610 5.037 0.00
H -1.098 1.964 5.402 0.00
H -0.626 -0.531 4.885 0.00
H -2.461 -1.083 2.846 0.00
H -3.522 -0.180 3.722 0.00
H -2.991 -1.649 4.451 0.00
H -0.535 0.245 2.647 0.00
C -4.115 -1.337 0.260 0.01
C -4.367 -2.755 0.648 0.00
C -5.382 -2.931 1.755 0.00
O -4.813 -3.565 -0.376 0.01
H -4.853 -1.061 -0.493 0.00
H -3.095 -1.217 -0.104 0.00
H -4.329 -0.649 1.078 0.00
H -3.420 -3.168 0.995 0.00
H -5.436 -3.940 2.164 0.00
H -6.371 -2.630 1.408 0.00
H -5.187 -2.209 2.548 0.00
H -4.237 -3.424 -1.131 0.01
```

- Multiplicity: 2
- Total charge: -1
- HOMO-LUMO gap (spin up / spin down): 1.68 / 9.90 eV
- HOMO energy (spin up / spin down): 0.67 / -7.59 eV
- DFT total energy: -44322.811 eV

=====

The highest DFT total energy belongs to which entry? C5H9NO2